This record from the Open Molecules 2025 dataset describes C4H6N2O in the gas phase. The level of theory is ωB97M-V/def2-TZVPD.

```
13
Properties=species:S:1:pos:R:3:forces:R:3
N -2.0260 0.3690 -0.2001 -0.03 0.06 0.19
C -0.7001 -0.1125 -0.1417 0.25 0.10 0.00
C -0.5529 -1.5314 -0.5670 0.21 -0.09 0.06
N 0.5122 -2.1927 -0.3658 -0.40 0.06 -0.14
C 1.4167 1.3646 0.2806 -0.27 -0.11 -0.30
O 2.1018 1.5307 1.4544 0.13 0.05 0.00
C 0.3484 0.6237 0.1588 0.01 0.04 0.01
H -2.6937 -0.2359 0.2651 0.07 0.04 -0.07
H -2.1047 1.3110 0.1615 0.00 -0.11 -0.04
H -1.4442 -1.9417 -1.0645 0.14 0.02 0.06
H 0.4150 -3.1345 -0.7475 0.03 0.09 0.05
H 2.9445 1.9512 1.2491 -0.13 -0.03 0.11
H 1.8016 1.9218 -0.5751 -0.01 -0.12 0.09
```
Forces are in eV/Å.

Energy above the lowest of the compared OMol25 structures with the same formula, charge and spin (kcal per mole): 69.3
Charge: 0
DFT total energy (eV): -9270.49465
Highest occupied orbital energy (eV): -8.55
Spin multiplicity: 1
Frontier orbital gap (eV): 9.2
SMILES: [H]/N=C/C(N)=C=CO